1.
{"formula": "C5H7NO", "method": "ωB97M-V/def2-TZVPD", "total_energy_ev": -8831.86354, "e_lumo_ev": 0.132, "de_lowest_ev": 4.339, "homo_energy_ev": -7.30, "max_force_ev_per_a": 0.43, "mol_weight_da": 97.117, "gap_ev": 7.429, "symbols": ["C", "C", "C", "O", "C", "C", "N", "H", "H", "H", "H", "H", "H", "H"], "positions_angstrom": [[1.986, 0.457, 0.180], [-0.714, 1.092, -0.589], [-2.072, 1.012, -0.531], [-2.586, -0.183, -0.011], [-1.510, -0.927, 0.289], [-0.417, -0.183, -0.042], [0.998, -0.672, 0.082], [1.404, 1.353, -0.081], [2.794, 0.295, -0.534], [2.380, 0.502, 1.196], [-2.864, 1.695, -0.812], [-1.696, -1.908, 0.710], [1.214, -1.234, -0.742], [1.082, -1.298, 0.885]], "forces_ev_per_angstrom": [[0.029, 0.121, 0.010], [-0.310, -0.275, 0.105], [-0.100, 0.256, -0.127], [0.059, 0.062, 0.001], [0.126, -0.014, 0.023], [0.103, -0.145, 0.048], [-0.038, -0.187, -0.025], [0.195, -0.129, 0.020], [-0.108, -0.006, 0.134], [-0.103, -0.001, -0.118], [0.129, -0.106, 0.050], [0.113, 0.166, -0.066], [-0.052, 0.128, 0.077], [-0.043, 0.130, -0.131]]}



2.
{"formula": "C13H18ClNO3", "method": "ωB97M-V/def2-TZVPD", "total_energy_ev": -33928.13883, "e_lumo_ev": 0.668, "de_lowest_ev": 0.162, "smiles": "COCCCNC(=O)COc1ccc(Cl)c(C)c1", "homo_energy_ev": -8.67, "max_force_ev_per_a": 0.61, "mol_weight_da": 271.744, "gap_ev": 9.336, "symbols": ["C", "O", "C", "C", "C", "N", "C", "O", "C", "O", "C", "C", "C", "C", "Cl", "C", "C", "C", "H", "H", "H", "H", "H", "H", "H", "H", "H", "H", "H", "H", "H", "H", "H", "H", "H", "H"], "positions_angstrom": [[1.367, -2.689, -5.107], [1.166, -1.680, -4.149], [0.302, -2.033, -3.095], [0.930, -2.993, -2.078], [0.014, -3.211, -0.873], [-0.208, -1.993, -0.131], [-1.391, -1.362, -0.102], [-2.407, -1.777, -0.617], [-1.387, -0.042, 0.675], [-0.092, 0.261, 1.140], [0.097, 1.405, 1.863], [1.399, 1.635, 2.304], [1.691, 2.762, 3.042], [0.685, 3.666, 3.344], [1.076, 5.074, 4.274], [-0.622, 3.462, 2.917], [-1.700, 4.444, 3.247], [-0.901, 2.320, 2.174], [0.412, -3.069, -5.488], [1.949, -3.528, -4.708], [1.923, -2.229, -5.923], [0.058, -1.088, -2.604], [-0.628, -2.469, -3.490], [1.886, -2.580, -1.750], [1.119, -3.961, -2.545], [-0.969, -3.556, -1.203], [0.452, -3.961, -0.207], [0.585, -1.532, 0.289], [-1.761, 0.739, -0.001], [-2.096, -0.145, 1.507], [2.169, 0.921, 2.058], [2.697, 2.943, 3.385], [-1.797, 4.546, 4.327], [-1.447, 5.426, 2.848], [-2.654, 4.130, 2.834], [-1.915, 2.164, 1.843]], "forces_ev_per_angstrom": [[0.023, -0.020, 0.017], [0.083, 0.147, 0.007], [0.042, -0.097, 0.245], [-0.275, 0.220, -0.167], [0.047, -0.245, -0.221], [0.453, -0.007, 0.077], [0.285, 0.362, 0.399], [-0.364, 0.078, -0.120], [-0.465, -0.007, -0.140], [0.108, 0.053, 0.052], [0.204, 0.158, 0.147], [-0.177, -0.091, -0.096], [-0.092, -0.032, -0.040], [-0.139, -0.166, -0.132], [0.075, 0.171, 0.118], [0.250, 0.113, 0.126], [-0.008, -0.004, -0.004], [-0.019, -0.306, -0.187], [0.015, -0.007, -0.014], [-0.015, -0.001, -0.038], [-0.007, -0.099, -0.036], [-0.080, -0.120, -0.017], [0.017, 0.054, 0.021], [0.074, -0.030, -0.020], [0.072, -0.040, 0.021], [0.117, -0.063, 0.090], [-0.126, 0.021, -0.083], [-0.141, 0.024, 0.021], [0.048, -0.106, 0.084], [0.088, 0.004, -0.112], [0.100, -0.091, -0.031], [0.085, 0.031, 0.037], [-0.056, 0.062, 0.043], [-0.050, 0.078, 0.016], [-0.066, -0.013, -0.023], [-0.103, -0.029, -0.042]]}



3.
{"formula": "C18H22N2O2", "method": "ωB97M-V/def2-TZVPD", "total_energy_ev": -26095.70629, "e_lumo_ev": -0.781, "de_lowest_ev": 4.645, "homo_energy_ev": -7.56, "max_force_ev_per_a": 4.24, "mol_weight_da": 298.386, "gap_ev": 6.778, "symbols": ["C", "C", "C", "O", "N", "C", "O", "H", "H", "H", "H", "C", "C", "C", "N", "C", "C", "C", "C", "C", "C", "C", "C", "C", "C", "C", "H", "H", "H", "H", "H", "H", "H", "H", "H", "H", "H", "H", "H", "H", "H", "H", "H", "H"], "positions_angstrom": [[0.025, -4.311, 1.172], [-1.475, -4.471, 1.187], [-2.015, -3.038, 1.186], [-3.189, -2.725, 1.224], [-0.944, -2.158, 1.150], [0.265, -2.792, 1.147], [1.378, -2.285, 1.150], [0.491, -4.743, 2.063], [0.479, -4.778, 0.293], [-1.849, -5.023, 0.317], [-1.818, -5.003, 2.082], [0.540, 2.775, -4.573], [-0.859, 2.177, -4.431], [-0.883, 0.924, -3.543], [-0.163, 1.110, -2.274], [-0.500, 0.444, -1.166], [0.088, 0.646, 0.094], [-0.343, -0.052, 1.218], [0.099, 0.294, 2.542], [-0.150, -0.575, 3.633], [0.352, -0.314, 4.909], [1.080, 0.868, 5.144], [1.283, 1.776, 4.103], [0.814, 1.505, 2.822], [1.184, 1.652, -2.406], [1.222, 2.943, -3.220], [1.153, 2.113, -5.200], [0.484, 3.747, -5.073], [-1.543, 2.933, -4.023], [-1.236, 1.911, -5.425], [-1.924, 0.642, -3.339], [-0.407, 0.101, -4.106], [-1.363, -0.230, -1.251], [0.899, 1.380, 0.209], [-1.243, -0.717, 1.109], [-0.746, -1.472, 3.445], [0.168, -1.026, 5.711], [1.465, 1.088, 6.141], [1.802, 2.725, 4.281], [0.949, 2.247, 2.031], [1.598, 1.854, -1.416], [1.814, 0.889, -2.904], [2.275, 3.214, -3.357], [0.745, 3.756, -2.653]], "forces_ev_per_angstrom": [[0.482, -0.190, -0.009], [-0.424, -0.458, 0.055], [0.779, -0.085, 0.027], [0.180, 0.038, -0.067], [-0.156, -3.599, -0.203], [-0.418, -1.040, 0.039], [-0.449, 0.247, -0.061], [0.106, 0.138, -0.192], [0.139, 0.122, 0.136], [-0.082, 0.194, 0.185], [-0.142, 0.168, -0.186], [0.114, -0.084, -0.015], [-0.096, 0.210, 0.231], [0.080, -0.299, -0.377], [-0.046, -0.372, -0.028], [-0.312, 0.727, 0.894], [0.648, -0.418, -0.521], [-2.332, 3.425, -0.886], [1.173, 0.218, 1.561], [-0.017, 0.157, -0.189], [0.118, 0.631, -0.354], [-0.285, -0.447, -0.124], [-0.099, 0.160, -0.112], [-0.461, -0.821, -0.243], [0.476, 0.455, -0.174], [-0.083, 0.030, 0.082], [-0.057, 0.093, 0.038], [0.002, -0.182, -0.057], [0.119, -0.138, 0.017], [-0.051, -0.042, 0.228], [0.344, -0.006, 0.097], [-0.107, 0.125, 0.218], [0.326, 0.228, 0.069], [-0.210, -0.696, -0.210], [0.920, 2.043, 0.316], [0.380, 0.288, 0.097], [0.051, 0.204, -0.130], [-0.101, -0.091, -0.296], [-0.189, -0.443, 0.009], [0.038, -0.287, 0.326], [-0.058, -0.226, -0.356], [-0.198, 0.186, 0.209], [-0.155, 0.038, 0.032], [0.053, -0.201, -0.076]]}



4.
{"formula": "C37H25FeN8Si", "method": "ωB97M-V/def2-TZVPD", "total_energy_ev": -92959.54818, "s2": 6.056, "e_lumo_ev": [2.252, 0.543], "charge": -1, "de_lowest_ev": 1.487, "homo_energy_ev": [-2.47, -3.72], "max_force_ev_per_a": 3.10, "mol_weight_da": 665.594, "gap_ev": [4.717, 4.266], "multiplicity": 5, "symbols": ["Fe", "C", "C", "C", "C", "C", "N", "C", "N", "C", "C", "C", "C", "C", "C", "C", "C", "N", "C", "N", "C", "N", "C", "N", "C", "N", "C", "C", "C", "C", "C", "C", "C", "C", "C", "C", "C", "C", "N", "C", "C", "H", "H", "H", "H", "H", "H", "H", "H", "H", "H", "H", "H", "H", "H", "H", "H", "C", "Si", "C", "C", "C", "C", "H", "H", "H", "H", "H", "H", "H", "H", "H"], "positions_angstrom": [[-0.131, 0.849, 0.120], [-5.908, 0.846, 3.207], [-6.335, 1.509, 2.075], [-5.464, 1.798, 0.989], [-4.151, 1.363, 1.155], [-2.975, 1.486, 0.320], [-1.840, 1.047, 0.975], [-2.239, 0.522, 2.243], [-1.453, 0.195, 3.261], [-0.136, 0.113, 3.131], [0.760, 0.327, 4.200], [0.593, 0.637, 5.589], [1.695, 0.870, 6.381], [2.979, 0.862, 5.836], [3.203, 0.613, 4.473], [2.105, 0.209, 3.735], [2.058, 0.046, 2.304], [3.059, 0.176, 1.473], [2.885, 0.514, 0.169], [1.728, 0.887, -0.503], [1.990, 0.997, -1.830], [1.214, 1.262, -2.868], [-0.065, 1.476, -2.780], [-0.789, 1.523, -1.589], [-2.123, 1.665, -1.892], [-3.109, 1.732, -1.030], [-2.258, 1.886, -3.384], [-3.361, 1.974, -4.203], [-3.132, 2.232, -5.558], [-1.817, 2.247, -6.143], [-0.768, 1.964, -5.305], [-0.937, 1.883, -3.911], [3.439, 0.807, -2.058], [4.255, 0.907, -3.170], [5.563, 0.390, -3.097], [6.039, -0.118, -1.836], [5.276, -0.023, -0.703], [3.952, 0.330, -0.791], [0.670, -0.184, 1.965], [-3.712, 0.741, 2.375], [-4.573, 0.470, 3.422], [-6.682, 0.501, 3.942], [-7.407, 1.750, 2.024], [-5.862, 2.408, 0.149], [-0.416, 0.682, 6.037], [1.437, 1.015, 7.459], [3.779, 0.912, 6.575], [4.199, 0.602, 4.103], [-4.348, 1.940, -3.836], [-3.988, 2.393, -6.227], [-1.677, 2.556, -7.203], [0.245, 2.006, -5.721], [3.914, 1.373, -4.103], [6.148, 0.182, -3.943], [6.907, -0.764, -1.785], [5.753, -0.341, 0.301], [-4.263, -0.079, 4.294], [1.088, -4.853, 0.751], [0.355, -3.645, -0.540], [1.635, -3.270, -1.872], [-1.385, -4.069, -1.225], [0.037, -2.054, 0.334], [0.217, -0.937, 0.897], [0.453, -5.041, 1.613], [2.102, -4.413, 1.093], [1.364, -5.888, 0.448], [1.911, -4.184, -2.330], [2.403, -2.714, -1.327], [1.125, -2.643, -2.619], [-1.493, -5.108, -1.291], [-1.565, -3.660, -2.201], [-2.176, -3.691, -0.542]], "forces_ev_per_angstrom": [[0.865, -0.014, 0.799], [-0.477, -1.101, 1.511], [-0.165, 0.290, -1.172], [-0.889, 0.162, 0.970], [0.378, 0.170, 0.848], [0.525, -0.561, -1.645], [-1.634, -0.776, 0.999], [-0.572, 1.760, -1.299], [-0.296, -0.274, -1.000], [0.150, -0.185, 0.223], [1.271, -0.140, 1.475], [-1.127, -0.113, -0.888], [-1.461, -0.226, 0.471], [0.701, -0.299, 0.193], [-0.636, -0.467, 2.176], [-0.641, 1.099, -1.199], [-0.331, -0.360, -0.610], [-0.795, 0.462, -0.314], [-0.228, -1.197, -0.525], [-0.024, -0.437, 0.141], [1.907, 0.550, -0.071], [0.158, 0.029, -0.580], [-1.020, 1.382, 1.246], [0.183, -1.000, -1.238], [0.237, 0.718, -0.169], [-0.051, -0.173, 1.016], [1.262, -0.413, 1.272], [0.954, 0.770, -1.291], [0.459, -0.136, -1.025], [-2.027, 0.330, 0.570], [1.792, 0.886, 0.486], [-1.489, -1.432, -0.011], [-0.207, -0.973, 1.639], [0.722, -0.010, -0.706], [-1.000, -0.748, 2.756], [-0.416, 0.081, -1.958], [1.006, -1.112, 2.712], [-0.672, 1.978, -1.436], [-0.113, 1.620, 0.957], [0.816, 0.021, -0.749], [-0.572, 0.218, -1.080], [0.816, 0.622, -0.602], [0.574, 0.051, -0.167], [0.721, -0.798, 0.494], [0.604, -0.046, -0.443], [0.887, 0.008, -0.938], [0.224, 0.388, -0.558], [0.527, -0.023, -0.506], [-0.931, -0.081, 0.512], [0.312, -0.049, 0.349], [-0.097, -0.588, 0.943], [-0.229, -0.308, 0.261], [-0.114, -0.440, 0.426], [0.659, 0.261, -1.150], [0.445, 0.562, -0.145], [-1.068, 0.441, -1.677], [0.119, 0.036, 0.215], [1.602, -0.295, -0.051], [-0.964, 0.794, 0.461], [-1.580, 0.817, 0.832], [0.456, 0.906, 1.178], [0.961, 1.588, 0.655], [-0.400, -2.378, -1.231], [-0.081, 0.516, 0.195], [-1.672, -0.428, -0.304], [-0.226, 0.600, -0.448], [0.891, -0.816, -0.474], [0.294, -0.196, -0.543], [0.409, 0.014, 0.251], [-0.334, -1.774, -0.195], [0.048, 0.385, -0.494], [0.602, -0.146, -0.336]]}



5.
{"formula": "C6H11Cl4FeO2Rh", "method": "ωB97M-V/def2-TZVPD", "total_energy_ev": -97975.49268, "s2": 20.023, "e_lumo_ev": [4.568, 4.542], "charge": -2, "homo_energy_ev": [1.59, -0.88], "max_force_ev_per_a": 4.55, "mol_weight_da": 415.715, "gap_ev": [2.978, 5.418], "multiplicity": 9, "symbols": ["Rh", "Cl", "C", "H", "H", "H", "Fe", "C", "C", "C", "H", "H", "H", "H", "H", "H", "H", "H", "Cl", "C", "Cl", "Cl", "C", "O", "O"], "positions_angstrom": [[0.026, -0.012, -0.102], [0.863, -0.630, -2.444], [1.761, -0.206, 1.087], [1.450, -0.510, 2.104], [2.293, 0.760, 1.079], [2.350, -1.005, 0.608], [0.063, 1.411, -2.142], [-1.608, 1.636, -3.208], [1.275, 2.806, -2.900], [-0.366, 1.809, -0.292], [1.508, 3.577, -2.159], [2.192, 2.263, -3.170], [0.846, 3.270, -3.796], [-2.445, 1.976, -2.594], [-1.453, 2.329, -4.045], [-1.825, 0.633, -3.600], [0.384, 2.457, 0.209], [-1.426, 2.131, -0.198], [-1.892, -4.262, 2.796], [-0.919, -3.908, 1.389], [0.761, -4.404, 1.718], [-1.590, -4.750, -0.017], [-0.869, -2.338, 1.060], [-1.278, -1.503, 1.888], [-0.331, -2.089, -0.082]], "forces_ev_per_angstrom": [[0.819, -3.339, 1.410], [1.049, -1.715, -0.863], [0.811, -0.358, 0.387], [0.195, 0.218, -0.275], [-0.027, -0.371, 0.108], [0.117, 0.271, 0.220], [-0.278, 1.673, -1.134], [-0.926, -0.232, -0.751], [1.005, 0.526, -0.447], [-1.916, 4.091, 0.573], [0.095, 0.087, -0.048], [0.130, 0.268, -0.087], [0.091, 0.013, 0.038], [-0.129, 0.026, -0.032], [-0.111, -0.037, 0.005], [-0.225, 0.112, -0.110], [-0.532, -0.109, 0.139], [0.658, 0.323, 0.249], [-0.330, -0.100, 0.414], [0.235, 1.183, -0.387], [-0.034, -0.187, -0.150], [0.115, -0.254, 0.002], [0.286, 1.580, -0.540], [0.260, -1.933, -0.628], [-1.358, -1.734, 1.908]]}



6.
{"formula": "C16H19ClN6O4S2", "method": "ωB97M-V/def2-TZVPD", "total_energy_ev": -68225.34264, "e_lumo_ev": 0.453, "de_lowest_ev": 0.000, "smiles": "Nc1cc(N)nc(SCC(=O)Nc2cc(S(=O)(=O)N3CCOCC3)ccc2Cl)n1", "homo_energy_ev": -8.75, "max_force_ev_per_a": 1.03, "mol_weight_da": 458.953, "gap_ev": 9.201, "symbols": ["N", "C", "C", "C", "N", "N", "C", "S", "C", "C", "O", "N", "C", "C", "C", "S", "O", "O", "N", "C", "C", "O", "C", "C", "C", "C", "C", "Cl", "N", "H", "H", "H", "H", "H", "H", "H", "H", "H", "H", "H", "H", "H", "H", "H", "H", "H", "H", "H"], "positions_angstrom": [[5.120, 1.370, -2.351], [4.177, 1.209, -1.396], [2.962, 1.896, -1.418], [2.093, 1.686, -0.349], [0.861, 2.230, -0.257], [2.435, 0.850, 0.643], [3.599, 0.243, 0.552], [3.935, -0.892, 1.849], [2.466, -0.539, 2.870], [1.176, -0.430, 2.073], [0.287, 0.332, 2.380], [1.038, -1.425, 1.131], [0.028, -1.431, 0.178], [-1.299, -1.188, 0.530], [-2.274, -1.169, -0.445], [-3.978, -0.805, 0.015], [-4.803, -1.213, -1.083], [-4.228, -1.332, 1.321], [-4.122, 0.843, 0.122], [-3.743, 1.530, 1.334], [-2.340, 2.134, 1.220], [-2.207, 2.923, 0.049], [-2.487, 2.179, -1.117], [-3.911, 1.613, -1.079], [-1.979, -1.424, -1.770], [-0.669, -1.691, -2.134], [0.323, -1.679, -1.169], [1.968, -1.966, -1.634], [4.494, 0.367, -0.399], [4.893, 1.832, -3.212], [5.911, 0.751, -2.321], [2.706, 2.563, -2.225], [0.388, 2.123, 0.626], [0.612, 3.019, -0.826], [2.623, 0.393, 3.411], [2.391, -1.364, 3.579], [1.901, -1.880, 0.847], [-1.564, -1.028, 1.562], [-3.794, 0.807, 2.147], [-4.475, 2.326, 1.510], [-2.149, 2.810, 2.056], [-1.588, 1.336, 1.224], [-2.374, 2.875, -1.951], [-1.759, 1.360, -1.222], [-4.107, 0.960, -1.928], [-4.630, 2.441, -1.086], [-2.778, -1.430, -2.494], [-0.414, -1.897, -3.161]], "forces_ev_per_angstrom": [[0.097, 0.053, -0.204], [-0.379, 0.077, 0.369], [-0.007, 0.010, 0.022], [0.474, -0.276, -0.277], [-0.140, 0.158, 0.009], [0.285, 0.510, -0.166], [-0.352, 0.433, -0.159], [0.040, -0.246, 0.310], [0.442, 0.197, -0.196], [-0.122, -0.522, 0.380], [-0.277, 0.104, 0.196], [0.144, -0.487, 0.076], [-0.301, 0.141, -0.232], [0.067, -0.061, 0.062], [-0.587, 0.008, 0.128], [-0.154, 0.216, -0.107], [0.251, 0.084, -0.200], [0.309, 0.111, 0.178], [-0.037, -1.034, 0.009], [0.386, 0.218, 0.442], [-0.190, -0.131, 0.169], [-0.027, 0.262, 0.064], [-0.190, -0.187, -0.219], [0.335, 0.301, -0.469], [-0.022, -0.027, -0.138], [-0.061, 0.041, 0.101], [-0.141, 0.090, 0.154], [0.053, -0.032, -0.042], [0.524, -0.243, -0.100], [0.049, -0.035, 0.022], [-0.013, -0.001, -0.043], [-0.026, 0.101, -0.131], [-0.059, 0.015, 0.034], [-0.037, -0.018, 0.025], [-0.172, -0.081, -0.058], [-0.028, 0.004, 0.009], [-0.146, 0.131, 0.128], [0.063, -0.011, 0.111], [0.003, 0.194, 0.143], [0.038, -0.088, 0.008], [0.015, -0.123, 0.028], [-0.049, 0.088, 0.039], [-0.007, -0.114, -0.031], [-0.055, 0.129, -0.025], [-0.016, 0.194, -0.153], [0.020, -0.097, -0.043], [-0.049, -0.031, -0.149], [0.045, -0.023, -0.075]]}